# C40H45BClF6N5O6S2V

A molecular structure, C40H45BClF6N5O6S2V at a distorted geometry (the ωB97M-V functional and the def2-TZVPD basis, the OMol25 dataset).

Geometry (Å):
V -1.605 -0.765 2.372
C -4.446 -5.001 5.106
C -4.906 -3.777 4.635
C -4.026 -2.761 4.294
C -2.646 -2.946 4.399
C -2.188 -4.180 4.893
C -3.075 -5.191 5.232
N -1.714 -1.935 4.063
N -0.622 -2.001 4.836
C 0.451 -1.328 4.325
C 1.615 -1.207 5.105
C 2.742 -0.594 4.581
C 2.731 -0.148 3.265
C 1.564 -0.274 2.504
C 0.388 -0.807 3.008
H -5.141 -5.793 5.361
H -5.972 -3.606 4.529
H -4.404 -1.817 3.942
H -1.122 -4.327 4.977
H -2.693 -6.141 5.594
H 1.596 -1.592 6.121
H 3.630 -0.472 5.194
H 3.621 0.293 2.825
H 1.604 0.057 1.472
F -4.316 -1.907 -2.272
C -4.037 -3.064 -1.671
F -5.166 -3.567 -1.190
F -3.632 -3.906 -2.658
S -2.738 -2.287 0.437
O -1.389 -2.237 1.173
O -3.783 -2.786 1.338
N -3.079 -0.648 0.186
S -4.369 -0.262 1.012
O -5.650 -0.686 0.511
O -4.190 -0.190 2.454
C -4.371 1.555 0.638
F -4.552 1.844 -0.659
F -3.218 2.114 1.021
F -5.358 2.138 1.327
Cl -0.491 0.838 0.166
O -1.679 0.626 3.103
O -1.566 1.812 3.716
C 0.306 3.626 2.077
C 1.535 4.041 1.239
C 2.659 3.008 1.336
C 1.079 4.408 -0.173
C 0.623 5.722 -0.305
C 0.160 6.232 -1.503
C 0.149 5.412 -2.618
C 0.579 4.093 -2.541
C 0.496 3.248 -3.809
C -0.936 3.205 -4.355
C 1.457 3.773 -4.881
C 1.044 3.581 -1.311
N 1.507 2.221 -1.310
B 0.890 0.978 -0.913
N 1.684 -0.061 -1.547
C 2.755 0.574 -2.189
C 2.644 1.902 -2.066
C 1.485 -1.486 -1.676
C 0.482 -1.951 -2.546
C 0.200 -3.314 -2.560
C 0.887 -4.206 -1.758
C 1.958 -3.754 -1.013
C 2.297 -2.406 -0.981
C 3.604 -2.017 -0.309
C 3.931 -2.879 0.915
C 4.741 -2.173 -1.334
C -0.239 -1.117 -3.611
C -1.243 -0.069 -3.118
C 0.760 -0.489 -4.592
H 0.594 3.089 2.984
H -0.279 4.506 2.359
H -0.345 2.965 1.514
H 1.921 4.969 1.666
H 2.293 2.007 1.126
H 3.049 2.999 2.356
H 3.480 3.239 0.648
H 0.643 6.357 0.575
H -0.197 7.254 -1.568
H -0.214 5.801 -3.564
H 0.786 2.228 -3.575
H -1.263 4.191 -4.699
H -1.633 2.861 -3.588
H -0.990 2.515 -5.203
H 1.187 4.790 -5.183
H 1.427 3.132 -5.767
H 2.485 3.797 -4.508
H 3.511 0.018 -2.720
H 3.302 2.674 -2.437
H -0.573 -3.685 -3.223
H 0.597 -5.250 -1.728
H 2.535 -4.463 -0.433
H 3.552 -0.971 -0.004
H 4.273 -3.874 0.608
H 3.063 -2.987 1.562
H 4.733 -2.420 1.494
H 4.858 -3.228 -1.598
H 5.689 -1.813 -0.918
H 4.543 -1.624 -2.255
H -0.821 -1.844 -4.180
H -0.743 0.827 -2.746
H -1.879 -0.468 -2.329
H -1.889 0.225 -3.951
H 1.359 0.285 -4.112
H 0.219 -0.031 -5.428
H 1.435 -1.249 -4.995

Its frontier orbital gap (alpha / beta) is 4.36 / 6.17 eV. As for the total charge: -2. Its spin multiplicity is 4. Its expectation value of S² is 3.8362. For the HOMO energy (alpha / beta), the calculation gives -0.638 / -2.448 eV. The energy above the lowest of the compared OMol25 structures with the same formula, charge and spin comes out at 5.016 eV.

Atom charges from the Mulliken analysis, given in e for atoms 1 to 4: -0.4153, -0.4299, -0.6485, -0.2972

---

# C30H26ClN2NiO3P

A molecular structure, C30H26ClN2NiO3P (the ωB97M-V functional and the def2-TZVPD basis, the OMol25 dataset).

Geometry (Å):
Ni -0.011 0.061 0.121
O -0.212 -1.282 2.619
N -0.319 0.001 2.123
C 0.103 0.854 2.959
C 0.011 2.308 2.807
C -0.031 2.999 4.023
C -0.185 4.369 4.078
C -0.289 5.088 2.897
C -0.219 4.424 1.687
C -0.061 3.040 1.607
P 0.152 2.302 -0.073
C 1.631 3.208 -0.686
C 2.861 2.557 -0.662
C 4.017 3.200 -1.081
C 3.957 4.509 -1.529
C 2.737 5.169 -1.560
C 1.582 4.524 -1.149
C -1.188 3.089 -1.030
C -1.051 3.203 -2.413
C -2.095 3.692 -3.184
C -3.290 4.059 -2.583
C -3.445 3.919 -1.212
C -2.403 3.429 -0.440
H -0.427 -1.858 1.875
H 0.502 0.488 3.902
H 0.051 2.434 4.944
H -0.224 4.874 5.034
H -0.409 6.163 2.918
H -0.291 5.000 0.775
H 2.912 1.540 -0.304
H 4.967 2.681 -1.060
H 4.858 5.011 -1.859
H 2.682 6.194 -1.906
H 0.637 5.045 -1.223
H -0.125 2.905 -2.890
H -1.981 3.784 -4.256
H -4.104 4.449 -3.181
H -4.383 4.183 -0.741
H -2.532 3.302 0.628
O 1.288 -0.747 -1.384
C 2.207 -0.830 -0.547
C 3.615 -1.339 -0.782
C 4.311 -0.967 0.527
C 3.168 -0.474 1.433
O 3.292 -0.142 2.592
N 2.005 -0.435 0.708
H 4.049 -0.889 -1.675
H 3.574 -2.417 -0.945
H 5.018 -0.144 0.411
H 4.838 -1.787 1.010
Cl -0.989 -5.643 -1.894
C -1.325 -3.998 -1.455
C -1.722 -3.700 -0.162
C -1.988 -2.387 0.187
C -1.842 -1.325 -0.741
C -2.090 0.042 -0.388
C -1.462 -1.685 -2.060
C -1.209 -2.990 -2.408
H -1.841 -4.498 0.560
H -2.365 -2.160 1.179
H -2.661 0.228 0.515
H -2.319 0.715 -1.205
H -1.359 -0.897 -2.797
H -0.914 -3.243 -3.418

Its frontier orbital gap (alpha / beta) is 6.30 / 7.25 eV. As for the total charge: 0. Its spin multiplicity is 3. Its expectation value of S² is 2.0316. For the HOMO energy (alpha / beta), the calculation gives -6.436 / -7.385 eV. The energy above the lowest of the compared OMol25 structures with the same formula, charge and spin comes out at 0.681 eV.

Atom charges from the Mulliken analysis, given in e for atoms 1 to 4: 0.3770, -0.5290, 0.3926, -0.9517

---

# C5H6OS2

A molecular structure, C5H6OS2 at a distorted geometry (the ωB97M-V functional and the def2-TZVPD basis, the OMol25 dataset).

Geometry (Å):
C -0.617 0.644 -0.348
C -0.800 -0.487 0.659
C -0.041 -1.477 -0.191
C 0.633 -0.162 -0.750
C 1.533 0.160 0.481
H -1.216 2.754 -0.526
H -1.406 0.812 -1.086
H -1.777 -0.706 1.139
H -1.010 -1.986 -0.613
H 0.456 -2.338 0.434
H 1.310 0.173 -1.547
O -0.701 1.988 0.225
S 3.179 0.440 0.227
S 0.458 0.183 1.895

Its frontier orbital gap is 8.39 eV. As for the total charge: 0. For the HOMO energy, the calculation gives -8.454 eV. The energy above the lowest of the compared OMol25 structures with the same formula, charge and spin comes out at 3.854 eV.

Atom charges from the Mulliken analysis, given in e for atoms 1 to 4: -0.2619, -0.2465, -0.7026, -0.2146

---

# C18H48BrMnN4O5

A molecular structure, C18H48BrMnN4O5 at a distorted geometry (the ωB97M-V functional and the def2-TZVPD basis, the OMol25 dataset).

Geometry (Å):
Mn -11.844 12.132 -23.756
Br -11.356 12.727 -21.825
C -9.740 11.887 -18.217
C -9.544 11.051 -19.530
C -10.844 10.328 -19.892
O -10.727 9.507 -21.090
C -10.458 8.120 -20.971
N -9.077 11.915 -20.643
H -8.764 12.351 -18.078
H -9.851 11.394 -17.252
H -10.560 12.604 -18.265
H -8.760 10.330 -19.295
H -11.658 11.052 -19.893
H -10.987 9.594 -19.098
H -10.492 7.600 -21.929
H -11.243 7.750 -20.311
H -9.537 7.760 -20.514
H -9.115 11.361 -21.486
H -9.811 12.597 -20.769
C -9.296 14.271 -23.454
C -9.678 15.403 -22.559
C -10.573 16.486 -23.103
O -10.665 17.499 -22.007
C -11.370 18.677 -22.530
N -10.208 14.779 -21.348
H -10.114 13.794 -23.995
H -8.654 13.543 -22.958
H -8.626 14.755 -24.163
H -8.781 15.875 -22.159
H -11.539 16.053 -23.360
H -10.171 16.997 -23.978
H -12.381 18.369 -22.798
H -10.750 19.071 -23.335
H -11.352 19.436 -21.749
H -9.351 14.311 -21.091
H -10.831 14.101 -21.765
C -12.466 8.732 -22.275
C -12.486 9.973 -23.240
C -13.398 11.057 -22.681
O -13.491 12.213 -23.587
C -14.358 13.201 -22.979
N -11.122 10.556 -23.554
H -11.883 8.985 -21.389
H -12.071 7.854 -22.787
H -13.465 8.502 -21.906
H -12.992 9.729 -24.174
H -13.215 11.126 -21.609
H -14.354 10.536 -22.622
H -13.974 13.842 -22.185
H -15.262 12.734 -22.588
H -14.719 13.907 -23.726
H -10.507 9.843 -23.919
H -10.702 10.690 -22.646
C -9.539 15.151 -15.323
O -8.991 14.506 -16.438
C -9.850 14.283 -17.548
C -9.885 15.639 -18.389
N -10.424 15.347 -19.727
C -11.961 15.293 -19.504
C -12.660 15.036 -20.826
O -12.290 16.041 -21.718
C -13.131 16.210 -22.894
H -10.139 14.463 -14.728
H -10.195 16.002 -15.501
H -8.717 15.426 -14.661
H -10.769 13.747 -17.309
H -9.298 13.620 -18.214
H -8.869 16.021 -18.487
H -10.503 16.418 -17.944
H -10.107 14.389 -19.717
H -12.334 16.178 -18.988
H -12.253 14.476 -18.844
H -13.730 15.096 -20.629
H -12.509 14.002 -21.135
H -12.747 17.020 -23.514
H -14.036 16.684 -22.515
H -13.317 15.346 -23.533

Its frontier orbital gap (alpha / beta) is 7.14 / 5.97 eV. As for the total charge: +1. Its spin multiplicity is 6. Its expectation value of S² is 8.7964. For the HOMO energy (alpha / beta), the calculation gives -9.086 / -8.247 eV. The energy above the lowest of the compared OMol25 structures with the same formula, charge and spin comes out at 22.517 eV.

Atom charges from the Mulliken analysis, given in e for atoms 1 to 4: 0.1933, 1.2765, -1.8793, 0.7996

---

# C22H15Co2N2O7

A molecular structure, C22H15Co2N2O7 at a distorted geometry (the ωB97M-V functional and the def2-TZVPD basis, the OMol25 dataset).

Geometry (Å):
O -3.120 -1.578 -2.190
C -2.298 -0.820 -1.903
Co -1.124 0.542 -1.671
C 0.569 0.121 -1.423
O 1.659 -0.195 -1.195
C -1.088 1.021 -3.343
O -1.110 1.230 -4.479
C -1.106 2.228 -0.597
C -0.103 3.255 -0.804
C 1.213 3.076 -0.324
C 2.180 4.050 -0.558
C 1.873 5.174 -1.326
C 0.560 5.384 -1.759
C -0.432 4.440 -1.499
C -2.468 1.979 -0.848
C -3.515 2.024 -1.700
Co -1.990 1.473 0.788
C -3.125 2.112 1.971
O -3.847 2.535 2.769
C -0.604 1.538 1.863
O 0.295 1.530 2.596
C -3.026 0.035 0.699
O -3.853 -0.777 0.727
H 1.470 2.170 0.227
H 3.184 3.919 -0.162
H 2.656 5.893 -1.573
H 0.302 6.291 -2.302
H -1.461 4.582 -1.839
H -4.489 1.696 -1.336
H -3.415 2.522 -2.668
C 3.728 -5.591 2.688
C 2.747 -4.452 2.587
O 2.615 -3.590 3.446
N 2.019 -4.492 1.407
C 1.043 -3.588 0.986
C 0.565 -3.674 -0.339
C -0.317 -2.695 -0.799
N -0.792 -1.723 -0.003
C -0.436 -1.704 1.280
C 0.532 -2.573 1.809
H 3.232 -6.551 2.513
H 4.529 -5.469 1.949
H 4.160 -5.583 3.689
H 2.318 -5.203 0.750
H 0.907 -4.456 -1.017
H -0.616 -2.704 -1.848
H -0.909 -0.972 1.937
H 0.888 -2.428 2.822

Its frontier orbital gap is 5.06 eV. As for the total charge: -1. For the HOMO energy, the calculation gives -2.812 eV. The energy above the lowest of the compared OMol25 structures with the same formula, charge and spin comes out at 1.223 eV.

Atom charges from the Mulliken analysis, given in e for atoms 1 to 4: -0.4481, 0.1275, 0.7507, 0.0816

---

# C22H35NO19

7 unconnected molecules or ions with the total composition C22H35NO19 at a distorted geometry (the ωB97M-V functional and the def2-TZVPD basis, the OMol25 dataset).

Geometry (Å):
C -3.610 -2.246 1.446
C -4.631 -1.549 0.539
O -4.525 -1.896 -0.775
H -3.654 -1.948 2.512
H -2.612 -1.927 1.129
H -3.704 -3.333 1.489
H -4.509 -0.459 0.739
H -5.658 -1.783 0.890
N -0.167 -1.460 -1.477
O -0.252 -2.588 -0.968
O -0.685 -1.239 -2.588
O 0.550 -0.568 -0.913
C 1.322 2.257 -2.736
C 1.763 1.298 -3.826
C 0.612 0.569 -4.573
O 0.998 0.722 -5.942
C 1.838 1.759 -6.082
O 2.125 2.286 -7.114
O 2.304 2.122 -4.885
H 0.615 2.944 -3.201
H 2.138 2.793 -2.259
H 0.725 1.679 -2.024
H 2.506 0.567 -3.499
H -0.365 0.987 -4.344
H 0.668 -0.482 -4.312
C -1.023 0.688 1.891
C -0.700 1.454 3.148
C 0.794 1.831 3.407
O 0.701 3.204 3.729
C -0.527 3.683 3.605
O -0.831 4.817 3.799
O -1.390 2.704 3.234
H -2.111 0.666 1.831
H -0.633 -0.329 1.875
H -0.605 1.161 0.999
H -1.092 0.874 3.991
H 1.491 1.538 2.623
H 1.148 1.278 4.280
C -5.185 1.589 -0.985
C -3.779 1.439 -0.500
C -2.832 0.743 -1.446
O -1.830 1.712 -1.784
C -2.140 2.886 -1.217
O -1.621 3.937 -1.470
O -3.166 2.745 -0.367
H -5.264 1.982 -2.003
H -5.866 2.140 -0.338
H -5.595 0.577 -1.095
H -3.789 0.980 0.489
H -3.266 0.276 -2.329
H -2.309 -0.071 -0.940
C -0.588 -3.390 2.948
C 0.415 -3.911 1.929
C 1.521 -2.914 1.632
O 2.735 -3.612 1.916
C 2.454 -4.777 2.514
O 3.256 -5.507 3.036
O 1.151 -5.016 2.491
H -1.493 -3.993 3.060
H -0.983 -2.385 2.820
H -0.133 -3.501 3.939
H -0.023 -4.293 1.008
H 1.380 -2.011 2.240
H 1.496 -2.461 0.639
C 5.106 -0.350 -1.405
C 4.089 0.501 -0.658
C 3.553 -0.148 0.610
O 3.703 0.873 1.604
C 4.457 1.875 1.129
O 4.808 2.841 1.736
O 4.766 1.645 -0.155
H 5.302 0.086 -2.386
H 4.703 -1.357 -1.543
H 6.077 -0.457 -0.922
H 3.260 0.795 -1.306
H 4.096 -1.040 0.944
H 2.522 -0.497 0.524

Its frontier orbital gap is 5.31 eV. As for the total charge: -2. For the HOMO energy, the calculation gives -1.282 eV.

Atom charges from the Mulliken analysis, given in e for atoms 1 to 4: -0.7032, 0.2077, -0.8630, 0.3030